# 1
Computed, not measured: a molecular structure, C2H5BrSe in a non-equilibrium geometry, with ωB97M-V/def2-TZVPD.

Calculated values
gap between HOMO and LUMO: 9.400 eV
spin multiplicity: 1
energy relative to the best compared isomer or geometry (same formula, charge and spin): 38.7 kcal/mol

Positions of all 9 atoms, in Å:
C1 -0.4842 -0.6407 0.2935
C2 0.6245 0.5004 -0.9126
Se1 0.3341 -0.4092 2.1048
Br1 -0.1438 0.3112 -2.6915
H1 -1.5204 -0.5269 0.4095
H2 -0.3619 -1.5877 -0.2000
H3 1.5943 0.0180 -1.0017
H4 0.3885 1.5241 -0.5759
H5 -0.4311 0.8108 2.5739

Cartesian forces, eV/Å:
C 3.880 2.179 -1.153
C -3.965 -1.943 1.547
Se -0.487 0.026 -0.490
Br 0.013 0.082 0.069
H -1.349 1.179 -0.411
H 0.648 -0.614 0.436
H -0.032 0.586 0.749
H 0.991 -0.690 -0.100
H 0.301 -0.804 -0.648

What are the Mulliken partial charges on each atom? They are as follows, in elementary charge units: number 1, C, carries -0.863; number 2, C, carries -0.519; number 3, Se, carries -0.077; number 4, Br, carries -0.154; number 5, H, carries 0.416; number 6, H, carries 0.385; number 7, H, carries 0.369; number 8, H, carries 0.349; number 9, H, carries 0.095



# 2
Computed, not measured: a molecular structure, C33H57N4OP2Sn in a non-equilibrium geometry, with ωB97M-V/def2-TZVPD.

Calculated values
net charge: +1
gap between HOMO and LUMO: 6.212 eV
spin multiplicity: 1
energy relative to the best compared isomer or geometry (same formula, charge and spin): 6.4 kcal/mol

Positions of all 98 atoms, in Å:
C1 2.3857 -1.2628 -1.5627
C2 1.4461 0.7100 -2.5607
C3 3.3363 -1.3361 -2.5666
C4 2.3147 0.5140 -3.6897
C5 3.2824 -0.4414 -3.6399
H1 4.0963 -2.1048 -2.4953
H2 2.1712 1.2176 -4.5103
H3 3.9836 -0.5141 -4.4583
N1 1.5232 -0.2422 -1.4917
P1 0.5529 -2.5350 0.1763
P2 0.0853 2.4560 -0.8679
C6 2.2818 -2.3428 -0.4967
H4 2.6207 -3.3167 -0.9147
H5 2.9626 -2.1073 0.3475
C7 -2.0350 -0.3790 2.0494
O1 -2.9279 -0.1853 2.7519
C8 0.6227 1.8781 -2.3710
H6 0.3771 2.4402 -3.3604
C9 -1.6238 3.4057 -0.9464
C10 1.5371 3.6113 -0.6636
C11 -0.3601 -3.5984 -1.1219
C12 0.7261 -3.4063 1.8372
C13 -2.7288 2.5444 -0.3061
H7 -2.5502 2.3799 0.7642
H8 -3.6824 3.0918 -0.4124
H9 -2.8366 1.5743 -0.7979
C14 -1.5318 4.7035 -0.1250
H10 -1.2490 4.5055 0.9265
H11 -0.8359 5.4378 -0.5586
H12 -2.5332 5.1727 -0.1140
C15 -1.9678 3.7112 -2.3974
H13 -2.8923 4.3118 -2.4030
H14 -1.1962 4.2935 -2.9060
H15 -2.1591 2.7794 -2.9480
C16 1.4937 4.2023 0.7464
H16 1.1420 3.4654 1.4804
H17 2.5127 4.4932 1.0398
H18 0.8641 5.0878 0.8113
C17 2.8241 2.7937 -0.8214
H19 2.8418 1.9367 -0.1227
H20 2.9772 2.4263 -1.8296
H21 3.6749 3.4317 -0.5661
C18 1.4766 4.6851 -1.7668
H22 1.0662 4.3337 -2.7252
H23 0.9071 5.5723 -1.4588
H24 2.5034 5.0173 -1.9809
C19 -0.6993 -3.6762 2.3552
H25 -0.6202 -4.0774 3.3779
H26 -1.3001 -2.7492 2.4038
H27 -1.2365 -4.4183 1.7519
C20 1.4498 -2.4759 2.8211
H28 2.4765 -2.2748 2.5096
H29 0.9199 -1.5184 2.9480
H30 1.4859 -2.9713 3.8011
C21 1.5461 -4.7053 1.7327
H31 2.4611 -4.5701 1.1426
H32 1.8438 -5.0000 2.7499
H33 0.9685 -5.5440 1.3129
C22 0.0667 -3.1547 -2.5313
H34 1.1126 -3.4062 -2.7534
H35 -0.5668 -3.6828 -3.2624
H36 -0.0835 -2.0726 -2.6689
C23 -1.8713 -3.3411 -0.9503
H37 -2.1278 -2.3109 -1.2586
H38 -2.4055 -4.0394 -1.6116
H39 -2.2149 -3.4988 0.0746
C24 -0.0566 -5.0938 -0.9635
H40 1.0220 -5.3134 -0.9930
H41 -0.4991 -5.5192 -0.0499
H42 -0.5219 -5.6215 -1.8149
Sn1 -0.0150 0.0337 0.0991
N2 -1.5504 -0.2168 -1.7488
C25 -1.5516 0.2815 -2.8194
C26 -1.9327 0.3794 -4.3067
C27 -1.2481 1.5050 -5.1410
C28 -1.4452 -0.9647 -4.8237
C29 -3.4204 0.5870 -4.1185
H43 -1.4552 2.5237 -4.7600
H44 -0.1545 1.3420 -5.2472
H45 -1.7184 1.4033 -6.1454
H46 -1.8300 -1.7593 -4.1570
H47 -1.8631 -1.0812 -5.8271
H48 -0.3337 -0.9972 -4.8624
H49 -3.7855 1.3051 -4.8433
H50 -3.8660 -0.3994 -4.2576
H51 -3.6663 0.9409 -3.0897
C30 4.4651 1.1492 3.5838
N3 3.0891 1.1533 3.1678
C31 1.9527 1.5573 3.8944
C32 0.8826 1.3393 3.0888
N4 1.2963 0.7859 1.8902
C33 2.6499 0.7080 1.9589
H52 4.5128 1.6290 4.6013
H53 4.8573 0.1405 3.6622
H54 5.0885 1.7289 2.9017
H55 2.0381 1.9447 4.8795
H56 -0.1587 1.5401 3.3022
H57 3.3306 0.3282 1.1971

Cartesian forces, eV/Å:
C 0.792 -0.185 -0.356
C -1.046 1.049 1.805
C -0.115 -0.773 1.009
C -0.772 0.330 0.260
C -0.339 0.456 -0.437
H -0.124 -0.038 -0.214
H 0.368 -0.251 0.110
H 0.117 -0.103 -0.014
N -0.430 1.324 -1.182
P 0.496 -1.307 -0.427
P 0.095 1.757 0.930
C 0.354 -0.640 0.185
H -0.041 0.640 0.213
H -0.367 -0.131 -0.310
C -2.770 -0.595 2.716
O 2.046 0.077 -1.874
C 0.204 -2.104 -5.074
H 0.859 -0.807 1.904
C 1.018 -0.207 0.207
C -0.677 0.808 0.047
C 0.241 -0.092 0.482
C 0.008 -0.323 -0.484
C -0.031 0.110 -0.197
H 0.008 0.036 -0.200
H 0.280 -0.204 0.089
H -0.011 0.125 0.130
C -0.119 0.175 0.104
H -0.139 0.103 -0.528
H -0.298 -0.339 0.215
H 0.338 -0.185 0.006
C -0.515 0.028 0.100
H 0.167 -0.177 -0.132
H -0.018 -0.113 0.029
H 0.063 0.412 0.175
C 0.631 0.252 0.245
H 0.072 0.143 -0.124
H -0.216 0.094 0.073
H 0.062 -0.079 0.040
C 0.065 -0.215 0.530
H -0.033 0.396 -0.448
H 0.003 0.036 -0.015
H -0.047 0.079 0.027
C 0.567 0.552 0.008
H 0.198 -0.033 0.413
H 0.186 -0.266 -0.073
H -0.219 0.123 -0.001
C 0.063 -0.017 0.320
H -0.076 0.081 -0.245
H 0.292 -0.445 -0.050
H 0.163 0.194 0.126
C -0.392 0.276 0.034
H 0.009 0.023 0.027
H 0.186 -0.303 -0.043
H 0.012 0.089 -0.205
C -0.212 -0.353 0.280
H -0.157 -0.049 0.139
H 0.002 0.000 -0.231
H 0.350 0.448 0.189
C -0.038 0.180 0.068
H -0.252 0.078 0.059
H 0.169 0.129 0.206
H 0.140 -0.422 0.023
C 0.062 0.206 -0.380
H 0.091 -0.563 0.242
H 0.023 0.140 0.189
H 0.002 -0.022 -0.134
C -0.230 -0.253 -0.264
H -0.341 0.070 0.053
H 0.200 0.179 -0.341
H 0.164 0.124 0.255
Sn -1.323 0.775 0.616
N -0.680 0.937 -3.391
C 0.480 -1.357 1.443
C 2.215 1.301 2.047
C -0.411 -0.289 -0.140
C -0.374 -0.473 -0.174
C -0.813 -0.335 0.037
H 0.157 -0.665 -0.285
H -0.752 0.101 0.141
H 0.408 0.226 0.508
H 0.260 0.206 -0.573
H 0.193 -0.264 -0.021
H -0.773 -0.017 0.034
H -0.332 -0.043 -0.150
H -0.529 0.241 0.006
H 0.031 -0.175 -0.954
C 0.527 0.847 1.505
N -1.762 -0.152 -0.774
C 1.160 -0.522 -1.088
C 0.088 -0.389 -0.368
N 2.853 0.439 0.534
C -1.499 0.269 1.200
H 0.081 -0.510 -1.066
H -0.039 -0.131 0.007
H -0.122 -0.016 0.027
H 0.042 0.225 0.478
H 0.132 -0.064 -0.100
H -0.362 0.107 0.220

What are the Mulliken partial charges on each atom? They are as follows, in elementary charge units: number 1, C, carries 0.002; number 2, C, carries -0.260; number 3, C, carries -0.920; number 4, C, carries -1.086; number 5, C, carries -1.179; number 6, H, carries 0.586; number 7, H, carries 0.505; number 8, H, carries 0.449; number 9, N, carries 1.548; number 10, P, carries 0.155; number 11, P, carries 0.644; number 12, C, carries -1.788; number 13, H, carries 0.781; number 14, H, carries 0.752; number 15, C, carries 0.291; number 16, O, carries -0.293; number 17, C, carries -0.846; number 18, H, carries 0.125; number 19, C, carries 2.195; number 20, C, carries 2.259; number 21, C, carries 2.269; number 22, C, carries 2.098; number 23, C, carries -1.763; number 24, H, carries 0.234; number 25, H, carries 0.553; number 26, H, carries 0.237; number 27, C, carries -1.759; number 28, H, carries 0.239; number 29, H, carries 0.220; number 30, H, carries 0.571; number 31, C, carries -1.580; number 32, H, carries 0.602; number 33, H, carries 0.199; number 34, H, carries 0.022; number 35, C, carries -1.576; number 36, H, carries 0.157; number 37, H, carries 0.451; number 38, H, carries 0.351; number 39, C, carries -1.747; number 40, H, carries -0.040; number 41, H, carries 0.271; number 42, H, carries 0.848; number 43, C, carries -1.313; number 44, H, carries 0.065; number 45, H, carries 0.330; number 46, H, carries 0.455; number 47, C, carries -1.567; number 48, H, carries 0.514; number 49, H, carries -0.019; number 50, H, carries 0.288; number 51, C, carries -1.765; number 52, H, carries 0.363; number 53, H, carries 0.034; number 54, H, carries 0.717; number 55, C, carries -1.591; number 56, H, carries 0.225; number 57, H, carries 0.518; number 58, H, carries 0.340; number 59, C, carries -1.690; number 60, H, carries 0.207; number 61, H, carries 0.736; number 62, H, carries -0.077; number 63, C, carries -1.431; number 64, H, carries -0.023; number 65, H, carries 0.555; number 66, H, carries 0.273; number 67, C, carries -1.829; number 68, H, carries 0.321; number 69, H, carries 0.320; number 70, H, carries 0.523; number 71, Sn, carries 1.031; number 72, N, carries -0.142; number 73, C, carries -0.491; number 74, C, carries 2.248; number 75, C, carries -1.471; number 76, C, carries -1.749; number 77, C, carries -1.609; number 78, H, carries 0.256; number 79, H, carries 0.188; number 80, H, carries 0.566; number 81, H, carries 0.352; number 82, H, carries 0.559; number 83, H, carries 0.219; number 84, H, carries 0.387; number 85, H, carries 0.448; number 86, H, carries 0.312; number 87, C, carries -0.855; number 88, N, carries 0.232; number 89, C, carries -0.614; number 90, C, carries -0.930; number 91, N, carries 0.681; number 92, C, carries -1.405; number 93, H, carries 0.312; number 94, H, carries 0.330; number 95, H, carries 0.343; number 96, H, carries 0.558; number 97, H, carries 0.447; number 98, H, carries 0.539



# 3
Computed, not measured: a molecular structure, C5H4I2 in a non-equilibrium geometry, with ωB97M-V/def2-TZVPD.

Calculated values
gap between HOMO and LUMO (alpha / beta): 6.108 / 5.443 eV
spin multiplicity: 3
energy relative to the best compared isomer or geometry (same formula, charge and spin): 50.5 kcal/mol

Positions of all 11 atoms, in Å:
C1 -1.8136 -0.1081 0.7769
C2 -1.4731 -0.7635 1.8065
C3 -1.4969 0.8665 -0.3126
C4 -0.0750 -0.0618 1.5629
C5 -0.0671 0.3221 0.0668
I1 1.4873 -1.4936 2.0616
I2 1.4659 1.8423 -0.4313
H1 -1.9168 0.4787 -1.2022
H2 -1.6109 1.9166 0.1615
H3 -0.1243 0.8483 2.2635
H4 0.1274 -0.6273 -0.5520

Cartesian forces, eV/Å:
C -2.251 0.246 0.122
C 1.519 -0.649 0.020
C 1.461 -0.362 4.299
C -3.550 3.417 0.062
C 1.064 -0.179 -2.259
I 1.346 -1.542 0.652
I 0.021 -0.479 0.151
H -0.228 0.701 -1.281
H -0.213 -1.487 -1.678
H 0.867 -1.123 -0.977
H -0.035 1.458 0.890

What are the Mulliken partial charges on each atom? They are as follows, in elementary charge units: number 1, C, carries 0.000; number 2, C, carries -0.488; number 3, C, carries -0.380; number 4, C, carries -0.094; number 5, C, carries -0.627; number 6, I, carries 0.208; number 7, I, carries -0.006; number 8, H, carries 0.289; number 9, H, carries 0.292; number 10, H, carries 0.363; number 11, H, carries 0.444



Calculated energy in order - -137541.543, -67555.216, -21442.060 eV